Entry A
Formula: C4H10O3
Source: OMol25
Level of theory: the ωB97M-V functional and the def2-TZVPD basis

Cartesian coordinates (Å):
O -2.03 -0.69 -1.89
C -1.66 -0.80 -0.74
C -0.41 -1.63 -0.49
C 0.84 -0.75 -0.81
C 0.65 0.74 -0.49
O 1.93 1.32 -0.26
H -2.16 -0.22 0.07
H -0.23 -2.53 -1.09
H -0.35 -2.04 0.52
H 1.73 -0.98 -0.24
H 1.05 -0.86 -1.86
H 0.03 1.23 -1.25
H 0.17 0.87 0.52
H 2.20 1.92 -0.97
O -0.36 1.47 2.63
H -0.84 0.76 3.08
H -0.57 2.18 3.28

Calculated values
* M: 106.12 g/mol
* HOMO: -9.8 eV
* orbital gap: 10.3 eV
* structure (SMILES): O=CCCCO.O
* total charge: 0

Löwdin atomic charge list, values in e, 8 entries: O 0.040; C -0.259; C -0.151; C -0.172; C -0.273; O -0.074; H 0.128; H 0.113

***

Entry B
Formula: C4H10O3
Source: OMol25
Level of theory: the ωB97M-V functional and the def2-TZVPD basis

Cartesian coordinates (Å):
C 0.30 2.63 0.90
C 0.73 1.33 0.77
C 1.27 0.78 -0.48
C 1.82 -0.44 -0.62
O 0.76 1.38 -1.63
H 0.29 3.19 -0.06
H -0.39 2.87 1.74
H 0.98 0.74 1.82
H 2.46 -0.70 -1.51
H 1.65 -1.10 0.23
H 1.48 1.95 -1.95
O -1.31 -2.89 1.11
H -1.39 -3.78 1.22
H -0.61 -2.55 1.60
O -2.56 -0.83 -0.92
H -3.30 -0.87 -1.53
H -2.20 -1.69 -0.67

Calculated values
* M: 106.12 g/mol
* HOMO: -8.5 eV
* orbital gap: 9.1 eV
* structure (SMILES): C=CC(=C)O.O.O
* total charge: 0

Löwdin atomic charge list, values in e, 8 entries: C 0.005; C -0.145; C -0.449; C 0.066; O -0.007; H 0.065; H 0.065; H 0.152

***

The structure with the greatest stability is entry A.

***

Entry A
Formula: C2H8N2O
Source: OMol25
Level of theory: the ωB97M-V functional and the def2-TZVPD basis

Cartesian coordinates (Å):
N 2.16 -1.28 -1.13
O 1.79 -1.57 0.17
H 3.06 -0.79 -1.15
H 2.03 -2.14 -1.78
H 1.39 -0.64 -1.27
H 0.33 -0.31 0.17
N 0.00 0.43 -0.40
C -1.02 0.98 0.00
C -1.87 0.51 1.13
H -1.35 1.97 -0.55
H -1.54 0.91 2.12
H -2.91 0.86 1.20
H -1.68 -0.50 1.15

Calculated values
* M: 76.10 g/mol
* HOMO: -8.5 eV
* orbital gap: 9.3 eV
* structure (SMILES): [NH3+][O-].[H]/N=C\C
* total charge: 0

Löwdin atomic charge list, values in e, 8 entries: N -0.056; O -0.353; H 0.148; H 0.181; H 0.059; H 0.004; N 0.073; C -0.315

***

Entry B
Formula: C2H8N2O
Source: OMol25
Level of theory: the ωB97M-V functional and the def2-TZVPD basis

Cartesian coordinates (Å):
C -1.89 0.63 -1.18
O -1.92 0.16 -0.07
H -1.51 1.65 -1.32
H -2.20 0.03 -2.05
N 1.47 -1.08 -0.49
C 1.43 0.21 0.20
N 0.74 0.28 1.47
H 2.03 -1.73 0.04
H 0.53 -1.47 -0.52
H 2.45 0.54 0.37
H 0.97 0.93 -0.48
H -0.21 -0.04 1.35
H 1.20 -0.24 2.22

Calculated values
* M: 76.10 g/mol
* HOMO: -8.8 eV
* orbital gap: 9.4 eV
* structure (SMILES): C=O.NCN
* total charge: 0

Löwdin atomic charge list, values in e, 8 entries: C -0.123; O -0.023; H 0.085; H 0.086; N -0.012; C -0.385; N -0.003; H 0.054

***

The structure with the greatest stability is entry B.

***

Entry A
Formula: C2H8N2O
Source: OMol25
Level of theory: the ωB97M-V functional and the def2-TZVPD basis

Cartesian coordinates (Å):
N -1.20 0.66 0.61
C -2.35 1.41 0.55
O -3.45 1.04 0.28
H -0.51 1.03 1.22
H -0.84 0.09 -0.13
H -2.19 2.47 0.82
C 1.85 -0.65 -0.13
N 0.75 -1.14 -0.96
H 1.58 -0.41 0.90
H 2.65 -1.39 -0.10
H 2.25 0.28 -0.53
H 1.03 -1.36 -1.90
H 0.45 -2.04 -0.62

Calculated values
* M: 76.10 g/mol
* HOMO: -9.7 eV
* orbital gap: 10.5 eV
* structure (SMILES): NC=O.CN
* total charge: 0

Löwdin atomic charge list, values in e, 8 entries: N 0.109; C -0.424; O 0.031; H 0.062; H 0.041; H 0.117; C -0.192; N -0.081

***

Entry B
Formula: C2H8N2O
Source: OMol25
Level of theory: the ωB97M-V functional and the def2-TZVPD basis

Cartesian coordinates (Å):
N -0.98 1.39 0.49
C -0.15 0.88 -0.50
C 0.07 -0.39 -0.82
N 1.03 -0.71 -1.85
H -1.60 0.72 0.91
H -1.39 2.28 0.29
H 0.42 1.57 -1.09
H -0.44 -1.26 -0.38
H 0.62 -1.32 -2.55
H 1.81 -1.22 -1.45
O 0.23 -0.97 2.54
H 0.36 -0.05 2.80
H 0.02 -0.91 1.60

Calculated values
* M: 76.10 g/mol
* HOMO: -8.5 eV
* orbital gap: 9.5 eV
* structure (SMILES): N/C=C/N.O
* total charge: 0

Löwdin atomic charge list, values in e, 8 entries: N 0.041; C -0.225; C -0.251; N -0.014; H 0.083; H 0.082; H 0.112; H 0.100

***

Entry C
Formula: C2H8N2O
Source: OMol25
Level of theory: the ωB97M-V functional and the def2-TZVPD basis

Cartesian coordinates (Å):
H 0.83 -1.25 -2.25
N 0.31 -0.86 -1.42
C -0.24 -1.74 -0.62
N -0.15 -1.93 0.69
H -0.90 -2.52 -1.08
H 0.13 -1.18 1.28
H -0.69 -2.62 1.18
C 0.24 2.38 0.49
O -0.48 1.17 0.56
H 0.31 2.92 1.43
H 1.21 2.12 0.30
H -0.16 3.03 -0.32
H -0.41 0.47 -0.23

Calculated values
* M: 76.10 g/mol
* HOMO: -8.8 eV
* orbital gap: 9.7 eV
* structure (SMILES): [H]/N=C/N.CO
* total charge: 0

Löwdin atomic charge list, values in e, 8 entries: H 0.074; N -0.001; C -0.396; N 0.125; H 0.121; H 0.086; H 0.109; C -0.177

***

The structure with the greatest stability is entry A.

***

Entry A
Formula: C3H9N2O
Source: OMol25
Level of theory: the ωB97M-V functional and the def2-TZVPD basis

Cartesian coordinates (Å):
N -2.25 0.04 -0.94
C -1.65 0.69 0.25
C -0.31 0.21 0.54
N 0.61 0.36 -0.64
C 2.03 -0.24 -0.04
O 1.78 -1.04 0.95
H -1.64 -0.42 -1.56
H -2.94 -0.81 -0.67
H -2.27 0.73 1.19
H -1.53 1.85 -0.07
H -0.19 -0.79 1.05
H 0.23 1.09 1.16
H 0.40 -0.19 -1.45
H 2.43 -0.80 -0.90
H 2.36 0.88 0.20

Calculated values
* M: 89.12 g/mol
* HOMO: -2.7 eV
* orbital gap: 7.1 eV
* structure (SMILES): NCCNC[O-]
* total charge: -1

Löwdin atomic charge list, values in e, 8 entries: N -0.049; C -0.358; C -0.344; N -0.111; C -0.522; O -0.335; H -0.002; H 0.104

***

Entry B
Formula: C3H9N2O
Source: OMol25
Level of theory: the ωB97M-V functional and the def2-TZVPD basis

Cartesian coordinates (Å):
C 0.52 1.10 1.20
C -1.54 -0.40 0.32
C -0.44 0.64 0.01
N 1.67 -0.95 -1.02
N 0.59 -0.34 -1.76
O -0.28 -1.14 -2.23
H -0.14 1.13 2.17
H 1.33 0.34 1.24
H 0.96 2.07 0.89
H -2.56 0.16 0.07
H -1.39 -0.96 1.30
H -1.30 -1.06 -0.57
H -0.96 1.51 -0.56
H 1.30 -1.75 -0.62
H 2.23 -0.36 -0.43

Calculated values
* M: 89.12 g/mol
* HOMO (spin up / spin down): -1.3 / -1.3 eV
* orbital gap (spin up / spin down): 5.7 / 5.7 eV
* total charge: -1

Löwdin atomic charge list, values in e, 8 entries: C -0.188; C -0.210; C -0.355; N -0.036; N -0.279; O -0.299; H 0.067; H 0.013

***

The structure with the greatest stability is entry A.